{"formula": "C3H8FNO", "method": "wB97M-V/def2-TZVPD", "orbital_gap_ev": 10.279, "lumo_energy_ev": 1.0, "molar_mass_g_mol": 93.10, "total_energy_ha": -348.89857, "elements": ["H", "H", "C", "H", "C", "H", "H", "O", "H", "N", "H", "F", "C", "H"], "coordinates": [[-2.535, 0.174, -0.759], [0.136, -0.201, -1.906], [0.211, -0.226, 0.203], [1.816, 1.069, 1.410], [1.775, 0.781, 0.340], [2.709, 0.203, 0.225], [1.112, -1.344, -0.980], [-0.741, 0.615, 0.519], [-1.985, -1.052, 0.256], [0.261, -0.839, -1.143], [-2.717, 0.544, 0.930], [0.244, -1.407, 0.995], [-2.057, 0.028, 0.232], [1.773, 1.655, -0.322]]}

{"formula": "C10H22NO4S", "method": "wB97M-V/def2-TZVPD", "orbital_gap_ev": 3.754, "lumo_energy_ev": 2.8, "molar_mass_g_mol": 252.36, "total_energy_ha": -1148.02399, "total_charge": -1, "elements": ["H", "H", "H", "H", "C", "H", "O", "O", "H", "C", "H", "H", "H", "C", "H", "O", "H", "C", "C", "C", "H", "H", "O", "C", "H", "H", "C", "C", "S", "H", "H", "H", "H", "H", "H", "C", "H", "N"], "coordinates": [[1.688, -1.490, -2.146], [-1.671, -1.038, 4.070], [3.349, -0.852, -0.360], [-3.132, 2.768, 2.944], [-2.220, 2.241, 3.211], [-2.632, -1.725, -3.245], [-2.128, -2.075, -2.497], [-2.339, 1.871, 0.611], [-2.241, -0.532, 1.722], [0.209, 0.503, -1.128], [-0.458, -0.494, 1.748], [-3.483, 0.592, 3.814], [3.865, -2.935, -1.258], [-0.720, -0.053, -2.219], [-1.533, 2.920, 3.712], [-0.080, 2.210, 1.709], [-0.460, 0.247, 4.090], [-1.427, -0.050, 3.678], [-2.493, 0.988, 4.052], [1.622, 0.657, -1.638], [-0.194, -0.654, -2.976], [3.300, 0.352, -3.566], [2.719, -0.426, -3.590], [-1.364, -0.052, 2.154], [2.218, 0.983, -0.781], [4.276, -2.296, -2.744], [3.596, -0.897, -1.414], [-1.794, -0.958, -1.637], [-1.414, 1.677, 1.694], [-2.715, -0.406, -1.457], [-1.247, 0.786, -2.684], [-1.441, -1.400, -0.711], [1.707, 1.438, -2.397], [-2.480, 1.218, 5.118], [0.227, -0.273, -0.336], [2.324, -0.614, -2.201], [4.302, -0.084, -1.595], [4.262, -2.147, -1.745]]}

{"formula": "C5H11N3", "method": "wB97M-V/def2-TZVPD", "orbital_gap_ev": 8.444, "lumo_energy_ev": 0.8, "molar_mass_g_mol": 113.16, "total_energy_ha": -361.18358, "elements": ["H", "H", "H", "C", "N", "N", "N", "H", "C", "H", "H", "C", "C", "H", "H", "H", "C", "H", "H"], "coordinates": [[0.947, 2.005, 2.562], [-0.239, 0.293, -2.181], [1.085, -1.456, -1.164], [-0.964, -0.558, -1.634], [-0.016, -1.744, -1.323], [-0.191, 1.764, 0.546], [0.312, -0.455, 0.932], [-0.203, -2.358, -2.082], [-1.661, -0.063, -0.257], [1.844, -0.121, 2.244], [-1.647, -0.981, -2.357], [-0.570, 0.436, 0.446], [1.468, 0.202, 1.214], [1.985, -0.039, 0.244], [-2.305, 0.885, -0.662], [-0.182, -1.349, 0.526], [0.980, 1.760, 1.312], [1.870, 2.214, 0.976], [-2.513, -0.436, 0.654]]}

{"formula": "C3H6N2", "method": "wB97M-V/def2-TZVPD", "orbital_gap_ev": [8.195, 8.195], "lumo_energy_ev": [0.3, 0.3], "molar_mass_g_mol": 70.09, "total_energy_ha": -227.30440, "elements": ["C", "H", "C", "N", "H", "C", "H", "N", "H", "H", "H"], "coordinates": [[0.529, -0.708, -1.926], [-0.741, 1.964, 1.377], [-0.207, -0.576, -0.734], [-0.296, 0.632, -0.138], [0.823, -0.517, 1.791], [-0.837, 0.952, 1.013], [0.209, 1.374, -0.616], [1.149, -0.819, -2.905], [-1.397, 0.201, 1.553], [-0.759, -1.401, -0.308], [1.002, -0.988, 1.233]]}

Calculated values (kcal per mole) of relative energy (zero: lowest compared OMol25 entry of this formula, charge and spin) for the records, taken in order: 51.0; 72.5; 129.1; 75.6.